# C4H10N2

A cluster of 2 separate species, C4H10N2 in total at a distorted geometry (wB97M-V/def2-TZVPD, the Open Molecules 2025 dataset).

Output
ΔE to the lowest compared entry with this formula, charge and spin = 232.2 kJ/mol
largest force on an atom = 2.194 eV/Å
LUMO energy = 1.1 eV
gap between HOMO and LUMO = 8.92 eV
charge = 0

Each line ends with the Löwdin charge.
Atoms and positions in Å:
C  -0.6761  1.8995  1.0653  -0.033
C  -1.4767  2.6467  0.3039  -0.293
N  -2.1052  2.2003  -0.8782  0.020
H  -0.5687  0.8247  0.9948  0.036
H  -0.4141  2.2851  2.0412  0.037
H  -1.9425  3.5459  0.6952  0.097
H  -1.4497  1.8813  -1.5674  0.072
H  -2.6430  2.9431  -1.3007  0.068
C  1.1766  -1.8589  -1.2754  -0.044
C  1.4124  -1.8177  0.0619  -0.301
N  1.7069  -2.9694  0.7303  0.025
H  0.8927  -2.7916  -1.7370  0.038
H  1.0551  -0.9551  -1.8528  0.024
H  1.0155  -1.0087  0.6597  0.084
H  2.2127  -3.7264  0.3083  0.085
H  1.7369  -3.0728  1.7353  0.085

---

# C4H10N2

An isolated molecule of C4H10N2 at a distorted geometry (wB97M-V/def2-TZVPD, the Open Molecules 2025 dataset).

Output
ΔE to the lowest compared entry with this formula, charge and spin = 161.1 kJ/mol
largest force on an atom = 3.787 eV/Å
LUMO energy = 1.1 eV
gap between HOMO and LUMO = 9.66 eV
charge = 0

Each line ends with the Löwdin charge.
Atoms and positions in Å:
H  1.1272  0.5648  -1.9210  0.043
N  0.4612  0.5792  -1.1487  0.073
C  0.0750  -0.6053  -0.7680  -0.571
C  0.3184  -1.8393  -1.6101  -0.035
N  -0.6242  -0.6682  0.3693  0.071
C  -0.8329  1.0312  0.9311  -0.129
C  0.3897  1.4828  1.6772  -0.138
H  0.2899  -1.5972  -2.6741  0.075
H  1.3056  -2.2432  -1.3711  0.079
H  -0.4276  -2.6092  -1.4036  0.066
H  -1.3092  -1.4111  0.4562  0.099
H  -1.2184  1.7441  0.2096  0.086
H  -1.6420  0.7622  1.6027  0.075
H  0.0907  2.1706  2.4779  0.071
H  1.0973  2.0017  1.0296  0.061
H  0.8992  0.6369  2.1431  0.074

---

# C4H10N2

An isolated molecule of C4H10N2 at a distorted geometry (wB97M-V/def2-TZVPD, the Open Molecules 2025 dataset).

Output
ΔE to the lowest compared entry with this formula, charge and spin = 148.9 kJ/mol
largest force on an atom = 5.417 eV/Å
LUMO energy = 1.0 eV
gap between HOMO and LUMO = 9.47 eV
charge = 0

Each line ends with the Löwdin charge.
Atoms and positions in Å:
H  1.2952  0.9179  3.7691  0.011
N  0.5961  0.6801  3.0604  0.025
C  1.0839  0.7141  1.8095  -0.242
N  0.1582  0.3737  0.7775  -0.049
C  0.6327  0.4152  -0.5584  -0.280
C  -0.3985  -0.0725  -1.5752  -0.222
C  -1.4253  -1.1503  -1.0244  -0.114
H  2.0484  1.0577  1.4747  0.106
H  -0.7432  -0.0356  1.0974  0.134
H  1.6401  -0.0551  -0.6069  0.121
H  0.8520  1.3991  -0.8656  0.089
H  -0.8941  0.7041  -2.1769  0.101
H  0.1541  -0.5472  -2.4116  0.099
H  -0.8866  -1.8438  -0.2201  0.116
H  -2.3165  -0.7332  -0.6844  0.025
H  -1.7966  -1.8240  -1.8650  0.080

---

# C4H10N2

A cluster of 3 separate species, C4H10N2 in total at a distorted geometry (wB97M-V/def2-TZVPD, the Open Molecules 2025 dataset).

Output
ΔE to the lowest compared entry with this formula, charge and spin = 711.6 kJ/mol
largest force on an atom = 3.815 eV/Å
LUMO energy (spin up / spin down) = -7.8 / -7.9 eV
gap between HOMO and LUMO (spin up / spin down) = 6.11 / 6.57 eV
expectation value of S² = 0.76
spin multiplicity = 2
charge = +1

Each line ends with the Löwdin spin population.
Atoms and positions in Å:
C  1.8092  0.5505  -0.2451  0.108
C  0.5678  0.8738  -1.1653  0.003
C  -0.6392  0.5829  -0.4168  0.005
C  -1.0798  0.6441  0.8923  -0.011
N  -2.4065  0.3526  1.0657  0.009
N  2.8587  -0.2008  -0.8689  0.799
H  1.3874  0.0783  0.6505  0.026
H  2.1359  1.5563  0.1926  0.037
H  0.7205  1.9547  -1.3962  0.002
H  0.6895  0.2442  -2.0383  0.000
H  -1.2985  -0.0206  -1.0659  -0.001
H  -1.0115  -3.3402  0.8000  0.000
H  -3.0376  0.4873  0.2814  0.000
H  -2.8944  0.5143  1.9361  0.000
H  3.4733  -0.4391  -0.1029  0.025
H  -1.2747  -3.8383  1.4805  0.000

---

# C4H10N2

A cluster of 2 separate species, C4H10N2 in total at a distorted geometry (wB97M-V/def2-TZVPD, the Open Molecules 2025 dataset).

Output
ΔE to the lowest compared entry with this formula, charge and spin = 396.2 kJ/mol
largest force on an atom = 2.370 eV/Å
LUMO energy (spin up / spin down) = -5.6 / -9.1 eV
gap between HOMO and LUMO (spin up / spin down) = 5.77 / 2.25 eV
expectation value of S² = 0.76
spin multiplicity = 2
charge = +1

Each line ends with the Löwdin spin population.
Atoms and positions in Å:
C  4.3090  -0.5824  -2.0593  0.099
C  3.0583  -2.6250  -1.5583  0.086
N  3.7971  -1.6730  -1.2746  0.683
H  3.8227  0.3175  -1.6890  0.002
H  4.1624  -0.7041  -3.1352  0.037
H  5.3800  -0.4604  -1.9131  0.017
H  2.9936  -3.4623  -0.8586  0.030
H  2.5202  -2.6676  -2.5103  0.047
C  -3.9129  2.5585  2.2704  0.000
C  -3.3882  0.7338  0.9159  0.000
N  -4.1243  1.1974  1.8237  0.000
H  -4.8908  3.0376  2.2373  0.000
H  -3.2266  3.1661  1.6610  0.000
H  -3.4967  2.5629  3.2775  0.000
H  -3.5903  -0.2907  0.6211  0.000
H  -2.6045  1.3343  0.4392  0.000

---

# C4H10N2

A cluster of 2 separate species, C4H10N2 in total at a distorted geometry (wB97M-V/def2-TZVPD, the Open Molecules 2025 dataset).

Output
ΔE to the lowest compared entry with this formula, charge and spin = 252.1 kJ/mol
largest force on an atom = 2.383 eV/Å
LUMO energy (spin up / spin down) = -4.5 / -8.2 eV
gap between HOMO and LUMO (spin up / spin down) = 6.56 / 2.75 eV
expectation value of S² = 0.76
spin multiplicity = 2
charge = +1

Each line ends with the Löwdin spin population.
Atoms and positions in Å:
C  2.5523  1.9982  1.7731  0.013
C  1.3107  1.6278  1.4745  0.003
N  0.3952  0.9142  2.2496  0.012
H  2.9970  1.8715  2.7474  0.001
H  3.0546  2.6842  1.1034  0.001
H  0.9617  1.8555  0.4701  0.000
H  0.7149  0.6820  3.1771  0.000
H  -0.0302  0.1606  1.7385  0.000
C  -2.0960  -1.3073  -0.7875  0.511
C  -1.4560  -1.0683  -2.0112  0.161
N  -0.7149  -1.9237  -2.6589  0.240
H  -2.3324  -2.3306  -0.5276  0.021
H  -2.4862  -0.4349  -0.2795  0.023
H  -1.4083  -0.0638  -2.4240  0.004
H  -0.8045  -2.9083  -2.4132  0.004
H  -0.7340  -1.7873  -3.6700  0.007

---

# C4H10N2O

The ion C4H10N2O with charge -1 at a distorted geometry (wB97M-V/def2-TZVPD, the Open Molecules 2025 dataset).

Output
ΔE to the lowest compared entry with this formula, charge and spin = 85.8 kJ/mol
largest force on an atom = 2.600 eV/Å
LUMO energy (spin up / spin down) = 4.2 / 4.1 eV
gap between HOMO and LUMO (spin up / spin down) = 3.21 / 8.58 eV
expectation value of S² = 0.75
spin multiplicity = 2
charge = -1

Each line ends with the Löwdin spin population.
Atoms and positions in Å:
O  3.0004  -0.1093  0.0790  0.193
C  2.1935  -1.0039  -0.1452  0.209
C  0.6793  -0.8705  -0.1758  0.089
C  0.2829  0.6367  0.0818  0.032
C  -1.2417  0.7948  0.0989  0.107
N  -1.6915  1.6723  -0.9749  0.014
N  0.1332  -1.8347  0.7278  0.078
H  2.4864  -2.0470  -0.3926  0.023
H  0.4374  -0.9853  -1.2442  0.028
H  0.8353  1.1903  -0.6690  0.002
H  0.6681  0.8189  1.0874  0.014
H  -1.5741  1.1384  1.0853  0.026
H  -1.6710  -0.1938  -0.0731  0.037
H  -1.2750  2.5711  -0.8513  0.005
H  -2.6931  1.8243  -0.9892  0.014
H  0.3014  -1.5521  1.6929  0.055
H  -0.8716  -2.0502  0.6623  0.074

---

# C4H10N2O

An isolated molecule of C4H10N2O at a distorted geometry (wB97M-V/def2-TZVPD, the Open Molecules 2025 dataset).

Output
ΔE to the lowest compared entry with this formula, charge and spin = 202.3 kJ/mol
largest force on an atom = 1.233 eV/Å
LUMO energy = 1.0 eV
gap between HOMO and LUMO = 10.08 eV
charge = 0

Each line ends with the Löwdin charge.
Atoms and positions in Å:
N  1.3462  -2.2069  1.5971  0.007
C  0.2343  -1.3864  1.2182  -0.351
N  0.7221  -0.4562  0.1964  -0.076
C  -0.1796  0.6814  -0.0206  -0.235
C  -0.3664  0.9417  -1.5333  -0.148
C  -1.1752  2.2032  -1.6291  -0.294
O  -2.3752  2.2576  -1.6183  0.057
H  1.2488  -2.7178  2.4615  0.068
H  1.6714  -2.7876  0.8447  0.069
H  -0.2820  -0.7985  1.9882  0.110
H  -0.6079  -1.9880  0.8400  0.111
H  1.5847  -0.0716  0.5607  0.101
H  -1.1557  0.4311  0.3988  0.115
H  0.1862  1.6032  0.4396  0.120
H  0.6172  1.0743  -1.9806  0.109
H  -0.8666  0.0907  -1.9848  0.118
H  -0.6023  3.1297  -1.7785  0.118

---

# C4H10N2O

A cluster of 2 separate species, C4H10N2O in total at a distorted geometry (wB97M-V/def2-TZVPD, the Open Molecules 2025 dataset).

Output
ΔE to the lowest compared entry with this formula, charge and spin = 434.8 kJ/mol
largest force on an atom = 5.054 eV/Å
LUMO energy = 1.0 eV
gap between HOMO and LUMO = 9.36 eV
charge = 0

Each line ends with the Löwdin charge.
Atoms and positions in Å:
H  -2.0931  0.0343  2.0812  0.068
N  -1.7952  -0.0146  1.1047  0.044
N  -2.1275  -1.1058  0.6699  -0.124
C  -1.8902  -1.2336  -0.7430  -0.140
H  -2.8267  -1.3952  -1.3872  0.097
H  -1.4608  -0.1728  -1.1106  0.080
H  -1.2082  -2.0147  -0.9193  0.046
C  1.1985  1.1309  -1.2925  -0.114
C  1.6452  0.4030  -0.0894  -0.186
C  1.1009  0.5708  1.1082  -0.243
O  1.5178  -0.0747  2.2118  0.011
H  -0.0207  0.9667  -1.3666  0.099
H  1.6373  0.6622  -2.2072  0.081
H  1.5020  2.1004  -1.1865  0.030
H  2.4829  -0.2107  -0.2237  0.083
H  0.1961  1.0950  1.3434  0.092
H  2.1416  -0.7412  2.0067  0.076

---

# C4H10N2O

An isolated molecule of C4H10N2O at a distorted geometry (wB97M-V/def2-TZVPD, the Open Molecules 2025 dataset).

Output
ΔE to the lowest compared entry with this formula, charge and spin = 157.4 kJ/mol
largest force on an atom = 2.719 eV/Å
LUMO energy = 0.9 eV
gap between HOMO and LUMO = 9.15 eV
charge = 0

Each line ends with the Löwdin charge.
Atoms and positions in Å:
C  -0.1894  2.3761  -1.1699  -0.087
C  -0.6021  1.2144  -0.1607  -0.259
N  0.3654  0.1281  -0.1716  -0.097
C  0.7053  -0.5888  1.0415  -0.128
C  0.0175  -1.9604  1.0791  -0.550
N  -0.0223  -2.6803  -0.0423  0.164
O  -0.3034  -2.3946  2.1732  0.031
H  -0.7907  2.2160  -2.0631  0.055
H  0.8752  2.4089  -1.3895  0.063
H  -0.6121  3.2700  -0.7013  0.063
H  -1.5570  0.9391  -0.6085  0.093
H  -0.7144  1.6658  0.8184  0.101
H  0.7828  0.0766  -1.0704  0.096
H  0.2679  -0.1073  1.9157  0.117
H  1.7856  -0.5496  1.2203  0.124
H  0.2951  -2.3662  -0.9434  0.098
H  -0.3032  -3.6478  0.0723  0.118

---

# C4H10N2O

An isolated molecule of C4H10N2O at a distorted geometry (wB97M-V/def2-TZVPD, the Open Molecules 2025 dataset).

Output
ΔE to the lowest compared entry with this formula, charge and spin = 223.6 kJ/mol
largest force on an atom = 2.978 eV/Å
LUMO energy = 0.9 eV
gap between HOMO and LUMO = 10.19 eV
charge = 0

Each line ends with the Löwdin charge.
Atoms and positions in Å:
H  -1.7230  -0.4710  -2.1396  0.072
N  -1.2583  -0.5012  -1.1821  0.091
C  -0.0431  -0.0762  -1.3952  -0.564
N  0.4719  0.0515  -2.6934  0.123
O  0.9495  0.1655  -0.5393  -0.011
C  0.6859  0.1294  0.9091  -0.441
C  -0.2865  1.1906  1.4553  -0.080
C  0.1075  -1.1854  1.3517  -0.105
H  1.2463  0.6561  -2.6214  0.073
H  -0.1627  -0.0046  -3.5105  0.115
H  1.6712  0.4241  1.3477  0.143
H  -0.0959  1.3575  2.5817  0.104
H  -1.3397  0.6647  1.2411  0.111
H  -0.0587  2.1106  0.8341  0.091
H  0.8095  -2.1540  1.2617  0.120
H  -0.1243  -1.1502  2.4379  0.078
H  -0.8495  -1.2073  0.6613  0.079

---

# C4H10N2O

A cluster of 2 separate species, C4H10N2O in total (wB97M-V/def2-TZVPD, the Open Molecules 2025 dataset).

Output
ΔE to the lowest compared entry with this formula, charge and spin = 107.0 kJ/mol
largest force on an atom = 0.557 eV/Å
LUMO energy = 0.9 eV
gap between HOMO and LUMO = 9.23 eV
charge = 0

Each line ends with the Löwdin charge.
Atoms and positions in Å:
C  0.9988  -1.7259  -1.1787  -0.017
C  0.7014  -1.6672  0.2968  -0.627
N  1.4620  -0.8207  1.0298  0.160
O  -0.2177  -2.2974  0.7858  0.020
H  2.0459  -1.5493  -1.4205  0.072
H  0.4013  -0.9456  -1.6472  0.064
H  0.7176  -2.7102  -1.5402  0.082
H  2.2858  -0.3981  0.6461  0.097
H  1.2578  -0.7142  2.0073  0.107
C  -0.7635  2.6171  0.5872  -0.039
C  -1.1871  1.3588  0.5066  -0.316
N  -1.4765  0.6483  -0.6517  0.043
H  -0.5563  3.1924  -0.3131  0.044
H  -0.5776  3.0760  1.5445  0.034
H  -1.3895  0.7983  1.4078  0.101
H  -1.5067  1.1857  -1.5015  0.086
H  -2.1957  -0.0481  -0.5591  0.089

---

# C4H10N2O

A cluster of 3 separate species, C4H10N2O in total at a distorted geometry (wB97M-V/def2-TZVPD, the Open Molecules 2025 dataset).

Output
ΔE to the lowest compared entry with this formula, charge and spin = 959.6 kJ/mol
largest force on an atom = 6.208 eV/Å
LUMO energy = -4.3 eV
gap between HOMO and LUMO = 3.79 eV
charge = 0

Each line ends with the Löwdin charge.
Atoms and positions in Å:
C  -3.0299  -0.1504  -0.2353  -0.455
N  -2.6838  0.8715  -1.0639  0.012
C  0.2571  0.1864  -0.0314  -0.091
C  1.5757  -0.1169  0.4403  -0.166
C  2.0067  -0.0152  1.7017  0.085
N  3.6208  -0.2284  -1.1449  0.094
O  -2.3135  -0.6378  0.7286  -0.104
H  -3.9686  -0.5201  -0.2886  0.064
H  -3.3809  0.9808  -1.8252  0.007
H  -0.4407  -0.0413  0.7394  0.065
H  0.0896  -0.4497  -0.9080  0.097
H  0.0901  1.2397  -0.4721  0.141
H  2.4494  -0.2131  -0.4055  0.038
H  3.0703  0.0740  1.9541  0.080
H  1.2535  -0.2210  2.5556  0.133
H  3.7553  -0.2553  -2.1011  -0.022
H  4.1729  0.5834  -0.8674  0.022

---

# C4H10N2O

An isolated molecule of C4H10N2O at a distorted geometry (wB97M-V/def2-TZVPD, the Open Molecules 2025 dataset).

Output
ΔE to the lowest compared entry with this formula, charge and spin = 478.9 kJ/mol
largest force on an atom = 12.122 eV/Å
LUMO energy = 0.8 eV
gap between HOMO and LUMO = 10.26 eV
charge = 0

Each line ends with the Löwdin charge.
Atoms and positions in Å:
C  -1.0868  0.1003  -1.4226  -0.118
C  -0.4785  -0.6805  -0.3688  -0.313
C  0.2242  -2.0369  -1.0747  -0.043
C  0.4967  -0.1178  0.5264  -0.518
O  1.3342  -0.7648  1.1011  0.054
N  0.4838  1.2472  0.8420  -0.039
N  -0.7435  2.0360  0.6650  -0.002
H  -1.4973  -0.3570  -2.3880  0.122
H  -0.5470  0.6313  -1.8996  -0.044
H  -1.9081  0.8349  -1.0406  0.111
H  -1.2255  -1.3973  0.2008  0.185
H  1.2030  -1.6308  -1.7663  0.145
H  0.8450  -2.6915  -0.3823  0.077
H  -0.4809  -2.5531  -1.5710  0.002
H  1.1794  1.6425  1.5051  0.147
H  -1.0576  2.0221  1.6512  0.082
H  -0.3006  3.0451  0.3716  0.150